Here is a 2-piece molecular cluster, C26H23ClNO overall at a distorted geometry from OMol25. Energies are from the ωB97M-V functional and the def2-TZVPD basis.

Positions of all 52 atoms, in Å:
1 C 0.271 0.709 -2.304
2 C 2.920 -0.242 -2.334
3 C -1.089 1.190 -2.275
4 H -1.187 3.360 -1.910
5 C 2.559 -1.870 2.071
6 C -2.255 0.377 -2.297
7 H 6.009 -0.315 1.100
8 H -5.184 -2.677 2.208
9 H 3.503 1.772 -2.851
10 C -4.321 -2.017 2.134
11 C -1.910 -1.715 1.988
12 H 2.080 -2.185 -1.931
13 H -0.914 -2.171 1.920
14 C -2.077 -0.306 1.916
15 Cl 4.535 -0.777 -2.159
16 H -0.267 -1.369 -1.972
17 C -0.923 0.610 1.775
18 H 3.918 0.983 0.801
19 H -3.307 2.925 -3.838
20 C -3.024 -2.564 2.119
21 C 5.053 -0.753 1.403
22 C 4.983 -2.036 1.966
23 H 5.896 -2.604 2.138
24 H 1.161 2.622 -2.875
25 H 3.676 -3.623 2.699
26 C 0.555 -0.668 -2.111
27 H -4.405 0.754 -2.669
28 C -3.386 1.127 -2.586
29 H -5.495 -0.189 2.074
30 N 0.308 0.042 2.084
31 H -2.014 2.398 1.462
32 H -1.009 2.849 -3.595
33 C 1.864 -1.138 -2.123
34 H -2.236 -0.708 -2.168
35 H -2.871 -3.646 2.200
36 C 2.667 1.102 -2.647
37 C -3.038 2.568 -2.834
38 C -1.032 1.931 1.431
39 C 2.642 -0.540 1.623
40 H 1.581 -2.338 2.245
41 C -4.500 -0.628 2.058
42 H -3.508 3.243 -2.108
43 C 1.357 1.572 -2.627
44 C 3.881 -0.013 1.235
45 C 3.737 -2.607 2.287
46 C -1.482 2.593 -2.635
47 O 1.545 1.329 0.646
48 C -3.387 0.210 1.969
49 C 1.460 0.373 1.415
50 H -0.155 2.545 1.255
51 H -3.513 1.288 1.944
52 H 0.332 -0.773 2.686

Results
E_HOMO in eV: -10.80
F_max in Eh/bohr: 0.03877
Net charge: +1
2S+1: 1
Orbital gap in eV: 5.418

Here is C26H23F3N2O3SbTl as an isolated structure from OMol25. Energies are from the ωB97M-V functional and the def2-TZVPD basis.

Positions of all 59 atoms, in Å:
1 C 2.968 3.501 -2.611
2 H -0.979 -2.706 -2.686
3 H 4.245 2.243 0.286
4 H -2.515 0.589 5.909
5 H -0.088 -4.974 -3.138
6 C 2.370 -1.988 -2.783
7 N 1.118 0.090 4.465
8 C -1.914 -1.777 4.730
9 C 3.603 2.310 -0.581
10 C -1.626 -0.052 -4.590
11 C 1.944 -4.301 -3.158
12 O -0.043 -0.204 6.373
13 H 3.139 4.333 -3.280
14 H -1.194 -1.035 -4.737
15 H 3.909 -3.455 -3.147
16 H -2.073 -1.792 5.808
17 C 0.572 -4.124 -3.033
18 C -1.747 2.055 -3.367
19 C 2.852 -3.259 -3.038
20 H -2.888 -1.874 4.249
21 H -0.015 -2.840 4.812
22 C 0.091 -2.855 -2.782
23 C -1.368 -0.367 4.399
24 F 2.402 -5.515 -3.401
25 C -0.986 -2.910 4.316
26 C -2.594 0.401 -5.466
27 H -3.330 0.499 4.350
28 C 3.764 3.351 -1.485
29 C 0.993 -1.793 -2.664
30 H 1.957 0.215 5.018
31 H 3.067 -1.164 -2.692
32 Tl -0.539 -0.063 0.353
33 H -3.159 3.488 -4.144
34 C 1.248 0.174 3.109
35 C -0.064 -0.159 5.178
36 C -1.153 -0.266 2.925
37 H -0.985 2.382 5.027
38 H -1.800 2.308 3.454
39 O 2.273 0.382 2.509
40 C 1.967 2.576 -2.843
41 C 2.608 1.381 -0.817
42 H -2.668 2.856 4.878
43 H 1.335 2.684 -3.717
44 H -0.820 -2.931 3.235
45 F -4.043 2.104 -6.110
46 H -1.419 -3.871 4.590
47 Sb 0.308 0.127 -2.313
48 H -1.414 2.704 -2.565
49 C -3.120 1.669 -5.273
50 C -2.378 0.720 4.835
51 H 2.486 0.570 -0.104
52 C -1.926 2.141 4.528
53 H -2.941 -0.203 -6.292
54 F 4.711 4.243 -1.257
55 O -2.064 -0.412 2.063
56 C 1.798 1.517 -1.948
57 N 0.050 -0.006 2.408
58 C -2.716 2.506 -4.240
59 C -1.206 0.779 -3.548

Results
E_HOMO in eV: -15.41
F_max in Eh/bohr: 0.00085
Net charge: +2
2S+1: 1
Orbital gap in eV: 7.209

Here is C26H23IrN12O4S as an isolated structure at a distorted geometry from OMol25. Energies are from the ωB97M-V functional and the def2-TZVPD basis.

Positions of all 67 atoms, in Å:
1 C -4.036 1.482 -0.764
2 C 2.811 -0.957 0.878
3 H -5.028 1.087 -0.671
4 H -2.034 -0.396 1.462
5 H -2.072 4.153 -1.234
6 C 1.577 4.488 -0.786
7 N -1.697 0.892 -0.637
8 C -2.267 -2.123 -1.880
9 C -1.392 2.189 -0.897
10 O 0.681 -2.236 -2.297
11 H 4.508 -1.171 2.180
12 C -3.791 -3.682 -0.907
13 N -1.651 -0.326 2.374
14 C 1.719 5.848 -0.593
15 H -0.433 4.513 -0.645
16 N -1.565 -2.076 -0.718
17 C 4.002 4.213 -1.041
18 O 1.420 -4.260 -1.961
19 C 4.530 -1.208 -1.243
20 N 2.344 -0.910 -0.376
21 H 4.870 3.604 -1.222
22 C 4.101 5.581 -0.881
23 H -1.225 -2.823 1.160
24 C -2.978 0.593 -0.576
25 O 0.827 -3.049 -0.264
26 C 0.056 2.564 -0.920
27 C -3.404 -2.903 -1.991
28 N 2.250 -0.848 3.199
29 H 1.004 -0.690 6.144
30 C 4.168 -1.130 1.148
31 N 0.527 -0.606 1.610
32 C 5.047 -1.190 0.072
33 H 6.131 -1.281 0.210
34 H -4.451 3.554 -1.126
35 H 0.838 6.455 -0.444
36 H -2.253 -0.329 3.192
37 C 2.993 6.407 -0.639
38 H 2.617 -0.990 5.648
39 H -3.246 -4.330 1.088
40 C 2.713 3.677 -0.969
41 N -0.029 -0.598 3.893
42 C -2.367 3.119 -1.052
43 N 0.968 -3.243 -1.530
44 H -3.991 -2.908 -2.884
45 H 5.180 -1.332 -2.099
46 C -3.714 2.779 -0.984
47 S 2.570 1.965 -1.089
48 O -6.076 -3.914 -1.510
49 C -0.359 -0.515 2.626
50 H -1.916 -1.525 -2.699
51 H 3.180 7.446 -0.403
52 H -3.215 -0.444 -0.336
53 H 5.079 6.026 -0.941
54 C 1.277 -0.751 4.142
55 N 0.335 3.883 -0.802
56 N 1.664 -0.793 5.396
57 H -4.342 -6.121 -0.065
58 H -6.047 -6.102 -0.310
59 C -2.999 -3.724 0.226
60 N 0.958 1.615 -1.011
61 C -1.881 -2.890 0.317
62 C 3.155 -1.076 -1.423
63 H 2.725 -1.101 -2.389
64 C -5.133 -4.443 -0.955
65 C 1.833 -0.803 1.977
66 N -5.171 -5.602 -0.262
67 Ir 0.106 -0.735 -0.515

Results
E_HOMO (spin up / spin down) in eV: -16.45 / -16.46
F_max in Eh/bohr: 0.03505
Net charge: +3
2S+1: 6
Orbital gap (spin up / spin down) in eV: 6.983 / 5.129

Here is a 2-piece molecular cluster, C26H23N3O2 overall at a distorted geometry from OMol25. Energies are from the ωB97M-V functional and the def2-TZVPD basis.

Positions of all 54 atoms, in Å:
1 C 2.322 -2.406 1.353
2 H -4.888 -0.954 2.835
3 C 0.737 -4.648 1.670
4 H 2.081 3.123 -4.796
5 H -0.940 -3.338 1.584
6 H 4.506 -0.119 2.099
7 C -2.043 2.468 -1.969
8 C -1.940 -0.911 1.159
9 C 2.927 -3.658 1.489
10 C 2.128 -4.768 1.632
11 O 4.275 4.089 -4.836
12 H 1.969 0.859 1.079
13 H 0.131 -5.527 1.812
14 C -5.651 -3.082 1.350
15 H 4.550 -0.270 0.333
16 C -0.661 -0.253 1.214
17 H -0.658 0.809 1.408
18 C 0.603 -0.882 1.188
19 H -1.780 2.170 -2.982
20 H -6.183 -3.101 0.399
21 H -5.431 -4.112 1.635
22 C -1.137 3.587 -0.031
23 C 0.128 -3.425 1.531
24 C 0.615 3.122 -3.246
25 H 2.578 -5.745 1.716
26 N 2.858 -1.108 1.245
27 H -2.937 3.091 -2.024
28 H 4.884 -1.679 1.353
29 C -4.396 -2.289 1.243
30 C 0.919 -2.289 1.341
31 C -3.425 -2.621 0.302
32 C 4.282 -0.777 1.259
33 H -3.616 -3.424 -0.388
34 O 4.892 5.079 -3.004
35 H -1.469 -2.247 -0.459
36 H -6.321 -2.666 2.103
37 H -0.084 2.563 -3.839
38 C -2.220 -1.962 0.259
39 C 2.478 4.553 -1.780
40 H -2.286 1.565 -1.405
41 C -4.148 -1.221 2.101
42 H 3.219 5.107 -1.230
43 C -2.967 -0.526 2.045
44 C 1.271 4.245 -1.217
45 H -2.786 0.293 2.720
46 C 0.296 3.515 -1.929
47 C 2.768 4.149 -3.073
48 C 1.828 3.433 -3.795
49 N -1.284 3.925 1.098
50 H 1.058 4.563 -0.212
51 C 1.836 -0.209 1.154
52 N 4.056 4.457 -3.674
53 C -0.943 3.205 -1.298
54 H 3.998 -3.750 1.475

Results
E_HOMO in eV: -5.54
F_max in Eh/bohr: 0.09724
Net charge: 0
2S+1: 1
Orbital gap in eV: 2.798